Record 1
{
  "formula": "C8H55N2O25",
  "method": "ωB97M-V/def2-TZVPD",
  "species": ["O", "O", "O", "O", "O", "O", "O", "O", "O", "O", "O", "O", "O", "O", "O", "O", "O", "O", "O", "O", "O", "O", "O", "O", "O", "N", "N", "C", "C", "C", "C", "C", "C", "C", "C", "H", "H", "H", "H", "H", "H", "H", "H", "H", "H", "H", "H", "H", "H", "H", "H", "H", "H", "H", "H", "H", "H", "H", "H", "H", "H", "H", "H", "H", "H", "H", "H", "H", "H", "H", "H", "H", "H", "H", "H", "H", "H", "H", "H", "H", "H", "H", "H", "H", "H", "H", "H", "H", "H", "H"],
  "coordinates": [[3.0154, 0.9050, -0.7685], [2.4148, 5.4367, -3.1249], [3.1959, 3.7287, -0.9361], [-1.1442, -2.3121, 3.6202], [-4.0507, 0.9271, -2.6525], [3.1682, 7.1742, -5.3392], [-4.1151, 3.5792, -0.0228], [1.8167, 0.4948, 3.2314], [-1.0676, 3.8210, -1.2482], [1.6783, -2.3112, -3.5469], [-5.1263, -1.8888, -2.6193], [-5.4184, -0.0554, 2.9307], [-4.1905, -2.7145, 2.1599], [3.7648, 2.7952, 3.3404], [-4.8085, -2.8029, 0.0310], [0.2523, 2.0683, 2.3255], [0.5993, -4.7479, 4.0041], [-0.4040, -5.0923, 0.1946], [-6.0642, -4.7559, 3.8347], [1.5328, 5.1649, 1.0646], [4.0301, -0.6417, -3.3650], [0.0975, 1.0229, -0.5615], [4.1789, -3.4610, 2.1915], [4.4827, -1.9728, -0.5471], [1.8301, 2.6486, -3.7666], [-0.8959, 0.1471, -0.1671], [1.1541, -2.5671, 0.0677], [-1.8185, -1.9808, 0.0918], [0.4795, -1.7891, -0.9191], [-2.9476, -1.4198, 0.6195], [-4.0456, -2.3648, 1.0279], [-2.0021, 0.7316, 0.3662], [-0.7717, -1.1708, -0.3267], [-3.0512, -0.0328, 0.7689], [1.6150, -1.6522, 1.1154], [3.0060, 1.8771, -0.6345], [-3.9336, 0.4222, 1.1872], [-0.0755, -4.0568, 4.0087], [-1.0141, 2.8716, -1.1092], [-2.0680, 1.7996, 0.4847], [0.1335, -5.5600, 4.2231], [-4.3434, -2.6796, -0.8127], [4.7224, -0.0467, -3.6666], [3.7931, 2.9261, 2.3862], [-5.7340, -5.1326, 4.6558], [3.6800, -2.1171, -0.0351], [4.5551, -2.7538, -1.1061], [2.6720, 5.8049, -3.9842], [-1.4491, -1.8323, 4.3981], [-0.1028, 1.5751, 1.5870], [2.4824, -2.0759, 1.6121], [1.2706, -2.3903, -4.4152], [3.3642, 3.6284, -1.8815], [2.2787, 5.7501, 0.8919], [-0.9811, -5.7409, 0.6129], [1.9236, -0.7270, 0.6575], [1.1248, -1.0070, -1.2933], [4.2765, -0.8447, -2.4456], [-4.5962, 3.6062, -0.8567], [1.7567, -0.2126, 3.8836], [0.9436, 0.9079, 3.2369], [4.6622, -3.9218, 1.4985], [-1.7186, -3.0481, -0.0305], [0.8495, -1.4611, 1.8658], [-5.8793, -2.0781, -3.1916], [-5.3315, -4.2472, 3.4746], [1.2533, 1.9086, -3.5548], [-4.2004, -0.0270, -2.6822], [1.5629, 4.9999, 2.0153], [1.9431, 4.6229, -3.3632], [2.4814, 2.2786, -4.3734], [-5.3896, -0.9993, 3.1272], [-3.2346, 1.0676, -3.1421], [3.6290, -4.1370, 2.6027], [-4.8040, 0.3381, 3.5592], [0.6394, -3.3723, 0.4061], [3.1515, 2.0557, 3.4502], [0.1983, -2.3876, -1.7752], [-5.5159, -1.3706, -1.9020], [4.0286, 7.6059, -5.3417], [2.2678, 3.9813, -0.8848], [2.9839, 6.9866, -6.2652], [3.3661, 0.5558, 0.0593], [0.0194, -5.5720, -0.5268], [-3.2396, 3.9124, -0.2513], [0.9955, 0.6581, -0.3511], [-0.4614, 4.1950, -0.5969], [2.5582, -1.9401, -3.7271], [0.0577, 2.9928, 2.1274], [-1.9422, -2.5004, 3.1140]],
  "e_above_lowest_ev": 0.000,
  "charge": 1,
  "homo_lumo_gap_ev": 7.95
}

Record 2
{
  "formula": "C8H5AlCl2NO3PmS",
  "method": "ωB97M-V/def2-TZVPD",
  "species": ["Pm", "Cl", "Cl", "S", "Al", "O", "O", "O", "N", "C", "C", "C", "C", "C", "C", "C", "C", "H", "H", "H", "H", "H"],
  "coordinates": [[0.0304, -0.8353, -0.9045], [-0.4962, -0.3138, -3.6299], [2.7617, -1.3433, -2.0993], [-1.6976, 1.0655, -0.7305], [1.0040, -2.1327, -3.4510], [2.8003, -4.7735, -3.9581], [1.6552, -1.9186, 2.1257], [-1.1472, -3.4947, -5.4563], [-0.7221, 2.7761, 1.0461], [-0.8144, 1.1016, 3.2334], [-0.3760, 3.2754, 2.2797], [2.1492, -3.8351, -3.8145], [1.2362, -1.5959, 1.1182], [-0.3517, -3.0317, -4.7647], [-0.4176, 2.4362, 3.3707], [-1.1794, 0.6200, 1.9767], [-1.1339, 1.4596, 0.8749], [-1.4990, -0.4233, 1.8095], [-0.8576, 0.4256, 4.0991], [-0.1470, 2.8290, 4.3438], [-0.7132, 3.3744, 0.2265], [-0.0839, 4.3347, 2.3044]],
  "charge": 4,
  "multiplicity": 5,
  "s_squared": 6.023,
  "homo_lumo_gap_ev": [4.50, 4.58]
}

Record 3
{
  "formula": "C8H5Br5O2",
  "method": "ωB97M-V/def2-TZVPD",
  "species": ["Br", "Br", "Br", "Br", "Br", "O", "O", "C", "C", "C", "C", "C", "C", "C", "C", "H", "H", "H", "H", "H"],
  "coordinates": [[1.5516, -3.8539, 3.2359], [1.4447, 1.1033, -1.9496], [3.0425, 1.2854, 0.8756], [-1.6353, 0.5286, -1.3339], [-1.3077, -3.7171, 1.3792], [-0.4215, -1.1369, 0.6791], [3.1275, -1.2804, 2.6180], [1.7222, -0.1376, 1.0912], [-0.0923, 2.3889, 0.2325], [0.4837, -0.1270, 0.4534], [1.1170, -2.3623, 2.0904], [2.0671, -1.2625, 1.9908], [-0.0573, 3.6294, -0.7072], [-0.0859, -2.2577, 1.4130], [0.0955, 1.0242, -0.5044], [0.9273, 3.7764, -1.1119], [-0.7778, 3.5171, -1.5093], [-1.0519, 2.4488, 0.7477], [-0.2497, 4.5266, -0.1371], [0.6836, 2.4901, 1.0301]],
  "e_above_lowest_ev": 0.000,
  "homo_lumo_gap_ev": 9.12
}

Record 4
{
  "formula": "C8H5Cl2IrNO3STl",
  "method": "ωB97M-V/def2-TZVPD",
  "species": ["Tl", "Ir", "Cl", "Cl", "S", "O", "O", "O", "N", "C", "C", "C", "C", "C", "C", "C", "C", "H", "H", "H", "H", "H"],
  "coordinates": [[-2.1947, 1.1988, -0.7139], [0.9152, 3.6222, -3.8065], [1.7619, 4.1025, -1.7204], [-0.4927, -0.6662, -1.6495], [0.2983, 0.8538, 0.8947], [2.3610, 5.9808, -5.0270], [-1.9022, -3.1261, -2.2200], [-0.6181, 2.2376, -6.0402], [1.1637, -1.3905, 1.9920], [0.0081, -2.6695, 3.6505], [0.1004, -0.5238, 1.8292], [-2.2782, -2.3650, -1.4392], [-1.0666, -0.8022, 2.5525], [1.8490, 5.0191, -4.5802], [1.0905, -2.4745, 2.8186], [-1.1022, -1.8318, 3.4832], [0.0180, 2.7466, -5.1826], [0.0018, -3.5526, 4.2831], [-1.8975, -0.1130, 2.4483], [-1.9556, -1.8868, 4.1528], [1.9411, -3.1368, 2.8409], [1.9986, -1.2227, 1.4339]],
  "e_above_lowest_ev": 1.447,
  "charge": 4,
  "multiplicity": 5,
  "s_squared": 6.052,
  "homo_lumo_gap_ev": [7.75, 3.71]
}

Number 1: maximum force 0.0266 hartree/bohr. Number 2: maximum force 0.1193 hartree/bohr. Number 3: maximum force 0.0509 hartree/bohr. Number 4: maximum force 0.1802 hartree/bohr.